# 1
Entry from OMol25: C41H36F5MgN2O6STe as an isolated structure at a distorted geometry (ωB97M-V with the def2-TZVPD basis set).

Last column: Löwdin charge in e.
CARTESIAN COORDINATES (ANGSTROEM)
Mg (-0.0715, 2.0686, -0.5064)  0.57
C (0.8931, -3.4945, 3.4306)  -0.06
C (0.5256, -2.1241, 2.9189)  -0.27
C (0.8541, -0.9675, 3.6130)  0.02
C (0.5551, 0.2989, 3.1399)  -0.07
C (0.9544, 1.4237, 4.0229)  -0.30
O (1.8498, 1.2948, 4.8400)  0.08
C (0.1853, 2.7075, 4.0145)  -0.14
C (0.8645, 3.8806, 4.3304)  -0.02
C (0.1814, 5.0764, 4.4701)  -0.08
C (-1.1974, 5.1048, 4.3163)  -0.09
C (-1.8821, 3.9370, 4.0144)  -0.09
C (-1.1950, 2.7454, 3.8556)  -0.03
C (-0.0086, 0.4756, 1.8341)  -0.27
O (-0.1259, 1.6345, 1.2983)  -0.07
C (-0.4508, -0.7251, 1.1692)  -0.07
C (-0.1620, -1.9753, 1.7312)  0.00
C (-1.1898, -0.6783, -0.0975)  -0.16
N (-1.2051, 0.3608, -0.8558)  0.06
C (-1.9482, 0.3847, -2.1034)  -0.29
C (-0.9707, 0.5924, -3.2546)  -0.48
Te (-1.9408, 0.3586, -5.1717)  1.22
C (-3.9067, 0.7546, -4.4488)  -0.57
C (-4.2742, 2.0437, -4.0823)  -0.15
C (-5.5364, 2.2828, -3.5585)  -0.08
C (-6.4384, 1.2396, -3.4074)  -0.09
C (-6.0748, -0.0477, -3.7762)  -0.10
C (-4.8108, -0.2900, -4.2948)  -0.16
C (-1.9992, -1.9074, -0.4182)  -0.18
C (-2.9992, -2.3033, 0.4673)  -0.02
C (-3.7556, -3.4372, 0.2185)  -0.08
C (-3.5203, -4.1990, -0.9174)  -0.10
C (-2.5305, -3.8114, -1.8072)  -0.08
C (-1.7779, -2.6730, -1.5597)  -0.04
H (1.4270, -3.4252, 4.3777)  0.07
H (1.5338, -4.0104, 2.7106)  0.07
H (0.0030, -4.1097, 3.5838)  0.07
H (1.3608, -1.0362, 4.5688)  0.12
H (1.9372, 3.8356, 4.4668)  0.11
H (0.7189, 5.9871, 4.7042)  0.10
H (-1.7392, 6.0348, 4.4371)  0.10
H (-2.9554, 3.9628, 3.8780)  0.10
H (-1.7366, 1.8385, 3.6180)  0.12
H (-0.4469, -2.8715, 1.1930)  0.12
H (-2.6400, 1.2272, -2.0670)  0.10
H (-2.5420, -0.5161, -2.2626)  0.09
H (-0.1713, -0.1473, -3.2187)  0.04
H (-0.5172, 1.5812, -3.1972)  0.04
H (-3.5724, 2.8614, -4.1858)  0.10
H (-5.8086, 3.2859, -3.2566)  0.11
H (-7.4225, 1.4275, -2.9969)  0.10
H (-6.7691, -0.8687, -3.6465)  0.10
H (-4.5238, -1.2959, -4.5751)  0.08
H (-3.1743, -1.7193, 1.3621)  0.13
H (-4.5290, -3.7312, 0.9169)  0.10
H (-4.1073, -5.0887, -1.1070)  0.10
H (-2.3438, -4.3925, -2.7018)  0.10
H (-1.0095, -2.3799, -2.2654)  0.12
C (3.5036, -5.4129, -1.9772)  -0.05
C (3.8969, -4.2230, -1.1440)  -0.27
C (5.1853, -4.0835, -0.6346)  -0.04
C (5.5338, -2.9637, 0.1029)  -0.05
C (4.5784, -1.9905, 0.3427)  -0.28
C (3.2885, -2.1110, -0.1406)  -0.04
C (2.9595, -3.2265, -0.8891)  -0.02
S (5.0006, -0.5556, 1.2824)  0.64
O (6.1676, -0.8450, 2.0711)  -0.31
O (3.8343, -0.0511, 1.9429)  -0.27
N (5.5517, 0.4788, 0.0868)  -0.14
C (4.6196, 1.0528, -0.9153)  -0.20
C (3.6463, 2.1508, -0.4295)  -0.07
C (2.1913, 2.0902, -0.9168)  -0.64
O (1.5470, 3.1656, -0.9195)  -0.01
O (1.6634, 0.9958, -1.2518)  -0.02
H (4.3325, -6.1090, -2.0986)  0.07
H (3.1793, -5.0834, -2.9658)  0.08
H (2.6675, -5.9429, -1.5171)  0.08
H (5.9196, -4.8595, -0.8148)  0.11
H (6.5305, -2.8276, 0.5024)  0.11
H (2.5699, -1.3305, 0.0512)  0.11
H (1.9533, -3.3269, -1.2733)  0.11
H (6.0633, 1.2203, 0.5589)  0.11
H (4.0612, 0.2271, -1.3572)  0.10
H (5.2660, 1.4718, -1.6872)  0.11
H (4.0155, 3.1429, -0.6859)  0.12
H (3.5570, 2.0984, 0.6556)  0.11
F (-2.7834, 3.3867, -1.5004)  -0.04
C (-1.4228, 3.5625, -1.1688)  -0.31
F (-0.9316, 4.2816, -2.2643)  -0.02
C (-1.4776, 4.5488, -0.0064)  -0.58
F (-1.8217, 5.8246, -0.3333)  0.11
F (-0.3077, 4.6366, 0.6482)  0.14
F (-2.4017, 4.1263, 0.8847)  0.12

The HOMO-LUMO gap is 7.2 eV. Its energy above the lowest of the compared OMol25 structures with the same formula, charge and spin is 6.2 kcal/mol. Its charge is -1.

# 2
Entry from OMol25: C41H36IrN5S3Sb as an isolated structure at a distorted geometry (ωB97M-V with the def2-TZVPD basis set).

Last column: Löwdin charge in e.
CARTESIAN COORDINATES (ANGSTROEM)
Ir (1.1151, 0.6331, -0.1644)  0.94
C (5.2516, 0.6892, 3.1408)  -0.08
C (4.2494, 1.6530, 3.7484)  -0.22
N (3.6030, 2.5038, 2.7418)  0.06
C (2.6455, 2.1246, 1.9323)  -0.67
S (1.8901, 0.5725, 2.0596)  0.69
N (2.3250, 3.0595, 0.9581)  -0.03
N (1.2730, 2.6473, 0.1763)  -0.16
C (0.6847, 3.4793, -0.6176)  -0.25
C (0.7580, 4.9649, -0.5177)  -0.01
C (-0.0751, 2.7823, -1.6879)  -0.19
C (-0.9003, 3.4464, -2.5795)  0.01
C (-1.6392, 2.7169, -3.4986)  -0.03
C (-1.5291, 1.3373, -3.5073)  -0.03
C (-0.6530, 0.7353, -2.6221)  -0.11
N (0.0686, 1.4326, -1.7469)  -0.09
H (5.7618, 0.1490, 3.9385)  0.08
H (5.9932, 1.2307, 2.5548)  0.07
H (4.7577, -0.0363, 2.4941)  0.05
H (4.7408, 2.3315, 4.4449)  0.12
H (3.4678, 1.1330, 4.2989)  0.10
H (4.0333, 3.3926, 2.5168)  0.15
H (1.3905, 5.3996, -1.2936)  0.10
H (1.1639, 5.2420, 0.4528)  0.09
H (-0.2394, 5.3937, -0.6214)  0.09
H (-0.9741, 4.5230, -2.5421)  0.12
H (-2.2959, 3.2240, -4.1923)  0.12
H (-2.0980, 0.7216, -4.1891)  0.11
H (-0.4867, -0.3326, -2.6134)  0.10
S (5.3593, -0.3588, -0.7129)  1.16
C (5.3309, 1.3520, -0.4132)  -0.47
C (6.4198, 2.1632, -0.0788)  -0.13
C (6.0815, 3.4685, 0.2373)  -0.12
C (4.7899, 3.9716, 0.1966)  -0.09
C (3.6549, 3.1886, -0.2183)  -0.15
C (4.0279, 1.8123, -0.5043)  -0.26
N (3.0876, 0.7937, -0.7217)  -0.08
C (3.6501, -0.3878, -0.8394)  -0.54
C (2.8104, -1.5686, -0.9234)  -0.26
C (3.3004, -2.8429, -1.1928)  -0.04
C (2.4266, -3.9123, -1.2754)  -0.08
C (1.0643, -3.6885, -1.1104)  -0.07
C (0.5950, -2.4100, -0.8385)  -0.15
C (1.4403, -1.3115, -0.7061)  -0.28
H (7.4360, 1.8033, -0.0562)  0.10
H (6.8771, 4.1531, 0.5116)  0.11
H (4.6213, 5.0250, 0.3855)  0.10
H (3.0376, 3.6671, -0.9820)  0.12
H (4.3629, -2.9983, -1.3438)  0.11
H (2.8003, -4.9074, -1.4739)  0.11
H (0.3649, -4.5140, -1.1841)  0.11
H (-0.4722, -2.2793, -0.7116)  0.00
S (-0.9903, 0.4215, 0.8789)  0.15
Sb (-2.5920, -1.1720, 0.3793)  1.36
C (-3.2743, -1.4217, -1.5970)  -0.34
C (-4.4879, -0.8393, -1.9498)  -0.11
C (-4.9783, -0.9906, -3.2410)  -0.07
C (-4.2634, -1.7259, -4.1743)  -0.07
C (-3.0584, -2.3203, -3.8186)  -0.07
C (-2.5625, -2.1710, -2.5322)  -0.14
C (-4.2222, -0.4428, 1.4554)  -0.37
C (-4.6427, 0.8727, 1.2740)  -0.14
C (-5.7185, 1.3517, 2.0052)  -0.07
C (-6.3611, 0.5251, 2.9180)  -0.06
C (-5.9333, -0.7805, 3.1043)  -0.07
C (-4.8598, -1.2713, 2.3728)  -0.10
C (-2.2275, -3.0972, 1.0946)  -0.38
C (-1.4972, -3.2494, 2.2693)  -0.11
C (-1.2535, -4.5241, 2.7567)  -0.06
C (-1.7311, -5.6332, 2.0702)  -0.06
C (-2.4563, -5.4762, 0.8976)  -0.07
C (-2.7086, -4.2033, 0.4026)  -0.11
H (-5.0623, -0.2753, -1.2252)  0.09
H (-5.9239, -0.5401, -3.5119)  0.11
H (-4.6492, -1.8469, -5.1780)  0.11
H (-2.5056, -2.9059, -4.5419)  0.11
H (-1.6281, -2.6550, -2.2686)  0.08
H (-4.1262, 1.5277, 0.5819)  0.10
H (-6.0509, 2.3723, 1.8698)  0.11
H (-7.1965, 0.9044, 3.4914)  0.11
H (-6.4311, -1.4183, 3.8224)  0.11
H (-4.5285, -2.2924, 2.5202)  0.10
H (-1.1051, -2.3843, 2.7924)  0.10
H (-0.6856, -4.6527, 3.6682)  0.11
H (-1.5338, -6.6266, 2.4508)  0.11
H (-2.8261, -6.3432, 0.3667)  0.11
H (-3.2770, -4.0846, -0.5128)  0.10

The HOMO-LUMO gap is 5.8 eV. Its energy above the lowest of the compared OMol25 structures with the same formula, charge and spin is 23.5 kcal/mol. Its charge is +1.

# 3
Entry from OMol25: C41H36N5O8S2Tm as an isolated structure at a distorted geometry (ωB97M-V with the def2-TZVPD basis set).

Last column: Löwdin charge in e.
CARTESIAN COORDINATES (ANGSTROEM)
Tm (-0.6254, 1.3042, 0.4231)  1.51
C (-1.9756, 2.6587, 2.4286)  -0.19
C (-2.6349, 1.4547, 2.7302)  -0.16
C (-3.4095, 1.0818, 1.6242)  -0.18
C (-3.2221, 2.0408, 0.6098)  -0.21
C (-2.3538, 3.0490, 1.1202)  -0.26
H (-1.4044, 3.2534, 3.1262)  0.09
H (-2.5810, 0.9234, 3.6708)  0.10
H (-4.0698, 0.2284, 1.5787)  0.10
H (-3.8131, 2.1305, -0.2918)  0.10
H (-2.2317, 4.0353, 0.7009)  0.09
C (-2.9637, -1.6690, -1.0122)  -0.03
C (-2.8255, -0.8841, -2.2854)  -0.20
C (-3.8577, -0.8395, -3.2129)  -0.07
C (-3.6918, -0.2010, -4.4311)  -0.11
C (-2.4726, 0.3818, -4.7330)  -0.07
C (-1.4267, 0.3813, -3.8176)  -0.20
C (-0.1222, 1.0388, -4.1686)  -0.03
C (-1.6140, -0.2310, -2.5646)  -0.20
N (-0.6129, -0.1210, -1.5705)  0.00
C (0.5543, -0.7560, -1.8012)  -0.52
O (0.7814, -1.6566, -2.6006)  0.06
C (1.7185, -0.1528, -1.0339)  -0.19
C (2.9987, -0.6818, -1.0301)  0.01
C (4.0288, 0.1077, -0.5384)  -0.04
C (3.7670, 1.4022, -0.1098)  0.00
C (2.4567, 1.8425, -0.1247)  -0.19
N (1.4699, 1.0650, -0.5614)  0.02
C (2.0320, 3.2666, 0.1692)  -0.48
O (2.8976, 4.1407, 0.2700)  0.02
N (0.6996, 3.3985, 0.1643)  0.01
C (0.1675, 4.7008, 0.1419)  -0.23
C (0.2589, 5.5680, 1.2394)  -0.20
C (1.0032, 5.1374, 2.4704)  -0.03
C (-0.3626, 6.8095, 1.1721)  -0.06
C (-1.0626, 7.2032, 0.0430)  -0.11
C (-1.1455, 6.3436, -1.0424)  -0.07
C (-0.5366, 5.0971, -1.0078)  -0.22
C (-0.6250, 4.1559, -2.1789)  -0.03
H (-2.1281, -2.3659, -0.9207)  0.07
H (-3.8943, -2.2375, -1.0027)  0.08
H (-2.9361, -1.0152, -0.1431)  0.04
H (-4.7978, -1.3289, -2.9817)  0.10
H (-4.5028, -0.1698, -5.1495)  0.09
H (-2.3285, 0.8540, -5.6991)  0.10
H (-0.2378, 1.6842, -5.0401)  0.07
H (0.6292, 0.2782, -4.3895)  0.09
H (0.2538, 1.6336, -3.3331)  0.06
H (3.1630, -1.6724, -1.4343)  0.12
H (5.0404, -0.2772, -0.5151)  0.11
H (4.5431, 2.0738, 0.2276)  0.12
H (2.0705, 5.0827, 2.2513)  0.07
H (0.6926, 4.1358, 2.7755)  0.07
H (0.8345, 5.8319, 3.2943)  0.07
H (-0.2971, 7.4807, 2.0222)  0.10
H (-1.5484, 8.1714, 0.0101)  0.09
H (-1.6943, 6.6436, -1.9289)  0.10
H (-1.1761, 4.6085, -3.0033)  0.08
H (-1.1282, 3.2238, -1.9007)  0.06
H (0.3739, 3.8874, -2.5265)  0.08
N (0.8292, -3.0545, 0.6495)  0.13
C (1.0892, -4.1987, -0.1264)  -0.32
C (0.0400, -4.9500, -0.6512)  -0.04
C (0.2902, -6.1598, -1.2847)  -0.06
C (1.5874, -6.6227, -1.4124)  -0.28
C (2.6401, -5.8594, -0.9317)  -0.07
C (2.3978, -4.6534, -0.2944)  -0.04
S (1.9546, -8.2607, -2.0590)  0.40
O (3.0350, -8.0601, -3.0203)  -0.39
O (0.7052, -8.7348, -2.6476)  -0.39
O (2.3677, -9.0043, -0.8683)  -0.39
H (1.6231, -2.4335, 0.7355)  0.07
H (-0.0115, -2.5487, 0.3921)  0.07
H (-0.9744, -4.5779, -0.5479)  0.10
H (-0.5148, -6.7670, -1.6788)  0.10
H (3.6473, -6.2351, -1.0627)  0.11
H (3.2200, -4.0608, 0.0962)  0.10
O (-1.0934, -0.6400, 1.4268)  -0.10
C (-0.1378, -0.5683, 2.2271)  -0.55
N (0.7023, 0.4675, 2.2212)  -0.10
S (2.0054, 0.1358, 3.1726)  0.66
O (3.1277, -0.2492, 2.3617)  -0.28
O (2.2170, 1.1670, 4.1471)  -0.29
C (1.3128, -1.3262, 3.9250)  -0.20
C (1.7733, -2.1414, 4.9357)  -0.03
C (0.9973, -3.2435, 5.2739)  -0.07
C (-0.1905, -3.5214, 4.6021)  -0.06
C (-0.6321, -2.6999, 3.5773)  0.01
C (0.1374, -1.5969, 3.2571)  -0.15
H (2.7085, -1.9318, 5.4383)  0.12
H (1.3259, -3.9001, 6.0691)  0.10
H (-0.7659, -4.3962, 4.8750)  0.10
H (-1.5386, -2.9044, 3.0234)  0.13

The HOMO-LUMO gap (spin up / spin down) is 6.6 / 6.6 eV. Its energy above the lowest of the compared OMol25 structures with the same formula, charge and spin is 3.4 kcal/mol. Its expectation value of S² is 2.002. Its charge is -2. As for the multiplicity: 3.